The following is a DFT calculation (the ωB97M-V functional and the def2-TZVPD basis) of a molecular structure, CH2Cl4P2 at a distorted geometry.

Structure (XYZ):
```
9
Properties=species:S:1:pos:R:3:mulliken_charge:R:1
C 0.07272 -0.47714 0.20128 -0.9591
P -0.77357 -1.98988 0.72601 0.3628
P 2.28031 -1.09255 -0.60740 0.4563
Cl -2.67044 -1.32000 0.44255 -0.2250
Cl -0.52410 -3.06902 -0.95613 -0.1858
Cl 3.30363 0.43080 0.17038 -0.1749
Cl 2.58830 -2.50297 0.77742 -0.1468
H 0.31086 0.21119 0.99822 0.4466
H -0.35067 0.00185 -0.67519 0.4259
```

Summary:
F_max in eV/Å: 3.39
Energy above the lowest of the compared OMol25 structures with the same formula, charge and spin in kcal per mole: 0.0